1.
DFT (ωB97M-V with the def2-TZVPD basis set) results for a 5-piece molecular cluster, C2H15NO5 overall.

Geometry (Å):
O  -0.915  0.597  1.459
O  1.950  -0.227  -2.073
O  0.828  2.160  -0.663
O  1.894  -2.921  0.696
O  -1.563  2.942  0.655
N  -0.532  -0.887  -0.298
C  -0.077  -0.497  0.994
C  -1.819  -1.551  -0.414
H  0.923  -0.140  0.940
H  2.696  -3.232  0.402
H  -2.663  -1.007  -0.438
H  1.843  -2.055  0.295
H  1.742  0.386  -2.639
H  -0.587  1.521  1.483
H  -1.810  -2.149  -1.446
H  1.391  -0.980  -2.323
H  -0.123  -0.462  -1.095
H  0.063  1.534  -0.538
H  -1.953  2.322  1.290
H  0.306  2.768  -0.011
H  -2.151  3.267  0.086
H  -1.934  -2.440  0.258
H  -0.202  -1.254  1.746

## Properties
Structure (SMILES)   CNCO.O.O.O.O
Lowest unoccupied orbital energy   0.487 eV
Orbital gap   9.54 eV
Charge   0
E_HOMO   -9.049 eV

Formally, the Löwdin partial charges of the atoms, in units of the elementary charge, are as follows: atom 1 (O): -0.110, atom 2 (O): 0.019, atom 3 (O): -0.117, atom 4 (O): -0.013, atom 5 (O): 0.000, atom 6 (N): -0.098, atom 7 (C): -0.266, atom 8 (C): -0.105, atom 9 (H): 0.109, atom 10 (H): -0.010, atom 11 (H): 0.017, atom 12 (H): 0.004, atom 13 (H): -0.058, atom 14 (H): 0.052, atom 15 (H): 0.116, atom 16 (H): 0.059, atom 17 (H): 0.059, atom 18 (H): 0.009, atom 19 (H): 0.065, atom 20 (H): 0.059, atom 21 (H): -0.005, atom 22 (H): 0.096, atom 23 (H): 0.119

***

2.
DFT (ωB97M-V with the def2-TZVPD basis set) results for a 2-piece molecular cluster, C3H10NOS overall.

Geometry (Å):
S  -2.272  1.042  1.346
O  -3.058  -0.544  -1.243
N  1.374  -0.734  0.411
C  -0.157  -0.190  0.402
C  2.150  -0.459  -0.876
C  -0.445  1.052  1.195
H  -0.536  -0.310  -0.627
H  -0.591  -1.039  0.916
H  1.879  -1.314  -1.611
H  1.595  0.400  -1.252
H  1.790  -0.195  1.075
H  0.076  0.952  2.245
H  -2.188  -0.445  -1.707
H  3.314  -0.484  -0.689
H  0.049  2.092  0.866
H  -2.981  0.177  -0.450

## Properties
2S+1   2
Lowest unoccupied orbital energy (alpha / beta)   0.711 / -2.682 eV
Orbital gap (alpha / beta)   9.93 / 6.51 eV
Charge   0
Expectation value of S²   0.753
E_HOMO (alpha / beta)   -9.221 / -9.188 eV

Formally, the Löwdin partial charges of the atoms, in units of the elementary charge, are as follows: atom 1 (S): 0.742, atom 2 (O): -0.193, atom 3 (N): -0.113, atom 4 (C): -0.317, atom 5 (C): -0.132, atom 6 (C): -0.598, atom 7 (H): 0.082, atom 8 (H): 0.091, atom 9 (H): 0.084, atom 10 (H): 0.048, atom 11 (H): 0.008, atom 12 (H): 0.099, atom 13 (H): 0.017, atom 14 (H): 0.108, atom 15 (H): 0.125, atom 16 (H): -0.051

***

3.
DFT (ωB97M-V with the def2-TZVPD basis set) results for a single C17H21NO6S molecule.

Geometry (Å):
S  -1.844  -0.046  -3.470
O  -1.939  -1.540  2.782
O  -1.005  -1.784  -0.635
O  -1.162  0.355  -4.672
O  0.172  3.001  1.165
O  2.715  -1.251  0.644
O  -3.279  -0.066  -3.476
N  0.121  -1.547  1.838
C  3.070  -0.721  1.906
C  0.837  -1.152  3.026
C  -1.776  -2.076  -1.707
C  -1.220  -1.684  1.810
C  1.352  3.770  1.113
C  -3.009  -2.430  0.110
C  -1.762  -1.996  0.474
C  -1.469  1.682  0.159
C  -0.255  2.372  0.044
C  1.904  -0.111  2.694
C  -0.072  1.638  -2.237
C  -1.976  0.988  -0.918
C  -1.259  -1.759  -3.043
C  0.431  2.364  -1.170
C  -3.016  -2.485  -1.299
C  2.566  -0.295  -0.375
C  -1.262  0.954  -2.104
H  0.678  -1.745  1.020
H  3.867  0.026  1.782
H  -0.174  -1.728  -3.080
H  1.702  0.358  -0.207
H  -2.923  0.476  -0.854
H  2.225  3.155  0.873
H  2.412  -0.850  -1.299
H  -3.828  -2.771  -1.934
H  -1.664  -2.403  -3.816
H  1.308  -2.027  3.492
H  0.096  -0.747  3.721
H  2.305  0.301  3.621
H  1.268  4.583  0.385
H  3.476  -1.571  2.462
H  -1.987  1.707  1.103
H  1.471  4.190  2.110
H  1.354  2.907  -1.293
H  3.469  0.320  -0.471
H  0.444  1.605  -3.183
H  1.446  0.703  2.131
H  -3.807  -2.673  0.780

## Properties
Structure (SMILES)   COCCCNC(=O)c1ccc(CS(=O)(=O)c2ccc(OC)cc2)o1
Lowest unoccupied orbital energy   0.480 eV
Orbital gap   9.30 eV
Charge   0
E_HOMO   -8.823 eV

Formally, the Löwdin partial charges of the atoms, in units of the elementary charge, are as follows: atom 1 (S): 0.704, atom 2 (O): 0.071, atom 3 (O): 0.069, atom 4 (O): -0.316, atom 5 (O): -0.081, atom 6 (O): -0.205, atom 7 (O): -0.296, atom 8 (N): 0.091, atom 9 (C): -0.221, atom 10 (C): -0.162, atom 11 (C): -0.332, atom 12 (C): -0.443, atom 13 (C): -0.077, atom 14 (C): 0.029, atom 15 (C): -0.176, atom 16 (C): 0.031, atom 17 (C): -0.276, atom 18 (C): -0.145, atom 19 (C): -0.048, atom 20 (C): -0.044, atom 21 (C): -0.112, atom 22 (C): -0.024, atom 23 (C): 0.004, atom 24 (C): -0.095, atom 25 (C): -0.281, atom 26 (H): 0.123, atom 27 (H): 0.120, atom 28 (H): 0.112, atom 29 (H): 0.064, atom 30 (H): 0.125, atom 31 (H): 0.090, atom 32 (H): 0.094, atom 33 (H): 0.122, atom 34 (H): 0.118, atom 35 (H): 0.129, atom 36 (H): 0.123, atom 37 (H): 0.118, atom 38 (H): 0.100, atom 39 (H): 0.126, atom 40 (H): 0.131, atom 41 (H): 0.097, atom 42 (H): 0.111, atom 43 (H): 0.095, atom 44 (H): 0.117, atom 45 (H): 0.098, atom 46 (H): 0.122

***

4.
DFT (ωB97M-V with the def2-TZVPD basis set) results for a single C6H9ClS molecule.

Geometry (Å):
Cl  -0.773  2.898  -0.894
S  0.773  -2.176  -2.002
C  -0.508  -0.715  0.008
C  -0.012  0.507  0.167
C  -0.921  1.651  0.288
C  -1.945  1.738  1.166
C  0.296  -1.992  -0.256
C  1.461  0.836  0.029
H  2.057  -0.095  -0.179
H  -2.638  2.536  1.127
H  -1.936  0.986  1.919
H  1.587  1.565  -0.729
H  1.800  1.295  0.972
H  1.565  -3.243  -1.944
H  1.207  -2.129  0.379
H  -1.607  -0.827  0.002
H  -0.405  -2.836  -0.052

## Properties
Structure (SMILES)   C=C(Cl)/C(C)=C/CS
Lowest unoccupied orbital energy   0.617 eV
Orbital gap   9.75 eV
Charge   0
E_HOMO   -9.133 eV

Formally, the Löwdin partial charges of the atoms, in units of the elementary charge, are as follows: atom 1 (Cl): 0.693, atom 2 (S): 0.690, atom 3 (C): -0.131, atom 4 (C): -0.355, atom 5 (C): -0.716, atom 6 (C): 0.005, atom 7 (C): -0.562, atom 8 (C): -0.053, atom 9 (H): 0.080, atom 10 (H): 0.046, atom 11 (H): 0.061, atom 12 (H): 0.042, atom 13 (H): 0.094, atom 14 (H): -0.163, atom 15 (H): 0.081, atom 16 (H): 0.121, atom 17 (H): 0.067

***

5.
DFT (ωB97M-V with the def2-TZVPD basis set) results for a single C3H5PS molecule.

Geometry (Å):
S  2.947  0.053  0.386
P  -0.776  1.082  -0.317
C  1.809  -0.085  -0.685
C  -1.862  0.485  0.863
C  0.354  -0.430  -0.354
H  0.046  -0.830  0.611
H  2.102  -0.061  -1.714
H  -1.691  -0.223  1.616
H  -0.052  -0.966  -1.189
H  -2.877  0.977  0.783

## Properties
Structure (SMILES)   C=PCC=S
Lowest unoccupied orbital energy   -0.195 eV
Orbital gap   8.49 eV
Charge   0
E_HOMO   -8.680 eV

Formally, the Löwdin partial charges of the atoms, in units of the elementary charge, are as follows: atom 1 (S): 0.691, atom 2 (P): 0.869, atom 3 (C): -0.787, atom 4 (C): -0.350, atom 5 (C): -0.511, atom 6 (H): 0.041, atom 7 (H): 0.029, atom 8 (H): -0.031, atom 9 (H): 0.050, atom 10 (H): -0.001

***

6.
DFT (ωB97M-V with the def2-TZVPD basis set) results for a single C6H12O molecule.

Geometry (Å):
O  -1.351  0.002  0.841
C  -0.390  -0.394  1.803
C  0.998  0.227  1.635
C  1.079  -0.780  -1.760
C  -0.890  1.321  -1.105
C  -1.041  -0.090  -0.552
C  0.100  -1.025  -0.891
H  1.340  0.160  0.594
H  -1.943  -0.529  -1.005
H  0.988  1.282  1.915
H  -1.767  1.901  -0.809
H  0.072  -1.991  -0.386
H  -0.819  1.327  -2.199
H  -0.006  1.816  -0.691
H  -0.297  -1.489  1.834
H  1.169  0.171  -2.279
H  1.736  -0.297  2.255
H  -0.832  -0.098  2.763
H  1.853  -1.516  -1.963

## Properties
Structure (SMILES)   C=C[C@H](C)OCC
Lowest unoccupied orbital energy   1.111 eV
Orbital gap   10.48 eV
Charge   0
E_HOMO   -9.369 eV

Formally, the Löwdin partial charges of the atoms, in units of the elementary charge, are as follows: atom 1 (O): -0.132, atom 2 (C): -0.264, atom 3 (C): -0.074, atom 4 (C): 0.009, atom 5 (C): -0.049, atom 6 (C): -0.394, atom 7 (C): -0.154, atom 8 (H): 0.049, atom 9 (H): 0.147, atom 10 (H): 0.076, atom 11 (H): 0.083, atom 12 (H): 0.112, atom 13 (H): 0.081, atom 14 (H): 0.083, atom 15 (H): 0.106, atom 16 (H): 0.060, atom 17 (H): 0.081, atom 18 (H): 0.119, atom 19 (H): 0.060

***

7.
DFT (ωB97M-V with the def2-TZVPD basis set) results for C11H19O2Ru as an isolated structure.

Geometry (Å):
Ru  -0.354  0.617  -0.320
O  -3.082  0.490  -0.102
O  -0.869  0.392  2.848
C  -1.138  0.944  4.152
C  -4.487  0.221  -0.054
C  -1.652  0.954  1.787
C  -2.299  -0.178  0.881
C  0.657  -0.416  -2.242
C  -0.464  1.738  -1.831
C  1.026  1.738  -1.379
C  -0.666  0.195  -2.271
C  1.618  0.478  -1.726
C  2.261  -1.260  1.603
C  1.667  -2.360  1.066
H  -2.880  -0.770  1.574
H  -2.123  0.634  4.512
H  0.835  -1.411  -2.643
H  -4.953  0.879  0.706
H  1.727  -2.500  -0.066
H  1.674  -0.564  2.295
H  -4.888  0.464  -1.045
H  2.886  -0.548  0.954
H  -4.711  -0.834  0.195
H  -1.076  2.037  4.196
H  -1.500  -0.740  0.416
H  0.579  -2.528  1.318
H  -2.469  1.683  2.174
H  -0.376  0.512  4.790
H  -1.293  2.490  -1.641
H  1.506  2.660  -1.036
H  -0.896  1.579  1.036
H  2.673  0.263  -1.640
H  -1.638  -0.184  -2.657

## Properties
2S+1   6
Lowest unoccupied orbital energy (alpha / beta)   -7.098 / -12.205 eV
Orbital gap (alpha / beta)   8.88 / 4.44 eV
Charge   +2
Expectation value of S²   8.771
E_HOMO (alpha / beta)   -15.981 / -16.643 eV

Formally, the Löwdin partial charges of the atoms, in units of the elementary charge, are as follows: atom 1 (Ru): 1.442, atom 2 (O): -0.232, atom 3 (O): -0.199, atom 4 (C): -0.039, atom 5 (C): -0.033, atom 6 (C): -0.182, atom 7 (C): -0.223, atom 8 (C): -0.073, atom 9 (C): -0.165, atom 10 (C): -0.150, atom 11 (C): -0.151, atom 12 (C): -0.082, atom 13 (C): -0.035, atom 14 (C): -0.029, atom 15 (H): 0.156, atom 16 (H): 0.106, atom 17 (H): 0.142, atom 18 (H): 0.113, atom 19 (H): 0.072, atom 20 (H): 0.068, atom 21 (H): 0.109, atom 22 (H): 0.075, atom 23 (H): 0.113, atom 24 (H): 0.107, atom 25 (H): 0.067, atom 26 (H): 0.070, atom 27 (H): 0.190, atom 28 (H): 0.103, atom 29 (H): 0.157, atom 30 (H): 0.137, atom 31 (H): 0.082, atom 32 (H): 0.138, atom 33 (H): 0.144

***

8.
DFT (ωB97M-V with the def2-TZVPD basis set) results for C9H9N7NiOS7 as an isolated structure.

Geometry (Å):
Ni  0.422  -0.679  -0.604
S  2.429  -2.641  3.465
S  2.129  -1.603  -4.679
S  1.119  -4.810  1.911
S  0.325  -2.920  -0.190
S  1.678  -0.579  1.318
S  -0.150  -1.188  -2.768
S  2.165  -1.680  -1.569
O  2.038  -5.147  4.421
N  -3.338  0.297  0.875
N  2.335  3.085  -1.146
N  1.065  3.507  -1.002
N  -1.186  0.062  0.425
N  0.156  2.463  -1.022
N  0.653  4.831  -1.025
N  0.907  1.374  -1.018
C  -2.693  0.047  2.070
C  1.435  -1.561  -3.180
C  1.686  -2.160  1.938
C  2.202  1.788  -1.121
C  -2.672  0.725  -1.501
C  -2.414  0.365  -0.091
C  1.916  -4.406  3.466
C  -1.369  -0.119  1.787
C  1.103  -3.231  1.250
H  -0.516  -0.373  2.406
H  3.076  1.133  -1.197
H  -0.267  4.932  -0.551
H  -1.853  1.445  -1.855
H  1.407  5.397  -0.660
H  -4.290  0.592  0.725
H  -3.614  1.276  -1.679
H  -2.634  -0.202  -2.171
H  -3.250  -0.019  2.971

## Properties
2S+1   3
Lowest unoccupied orbital energy (alpha / beta)   4.217 / 4.218 eV
Orbital gap (alpha / beta)   3.21 / 3.40 eV
Charge   -2
Expectation value of S²   2.014
E_HOMO (alpha / beta)   1.003 / 0.822 eV

Formally, the Löwdin partial charges of the atoms, in units of the elementary charge, are as follows: atom 1 (Ni): -0.401, atom 2 (S): 0.843, atom 3 (S): 0.278, atom 4 (S): 0.902, atom 5 (S): 0.459, atom 6 (S): 0.487, atom 7 (S): 0.409, atom 8 (S): 0.375, atom 9 (O): -0.137, atom 10 (N): 0.070, atom 11 (N): 0.110, atom 12 (N): -0.267, atom 13 (N): 0.013, atom 14 (N): 0.112, atom 15 (N): 0.081, atom 16 (N): -0.029, atom 17 (C): -0.112, atom 18 (C): -1.774, atom 19 (C): -1.170, atom 20 (C): -0.209, atom 21 (C): -0.064, atom 22 (C): -0.371, atom 23 (C): -0.993, atom 24 (C): -0.135, atom 25 (C): -1.224, atom 26 (H): 0.048, atom 27 (H): 0.102, atom 28 (H): 0.103, atom 29 (H): 0.066, atom 30 (H): 0.077, atom 31 (H): 0.144, atom 32 (H): 0.063, atom 33 (H): 0.062, atom 34 (H): 0.081